Entry from OMol25: 10 unconnected molecules or ions with the total composition C57H87F3N9O6P at a distorted geometry (ωB97M-V/def2-TZVPD).

Properties
- DFT total energy (Ha) = -3809.2635
- frontier orbital gap (eV) = 8.490
- charge = 0
- SMILES = CCOP(=O)(CCCc1ccc(CCC(F)=C(F)F)c2c1C(=O)C(O)=CC2=O)OCC.CCCC#N.CCCC#N.CCCC#N.CCCC#N.CCCC#N.CCCC#N.CCCC#N.CCCC#N.CCCC#N

Element x y z (Å)
C (-5.435, -5.718, -1.160)
C (-4.300, -4.894, -0.551)
O (-3.122, -5.717, -0.523)
P (-1.877, -5.019, 0.282)
O (-2.185, -4.922, 1.721)
C (-1.642, -3.392, -0.501)
C (-0.295, -2.723, -0.196)
C (0.972, -3.341, -0.826)
C (0.889, -3.477, -2.329)
C (0.077, -4.425, -2.968)
C (-0.032, -4.542, -4.346)
C (0.715, -3.692, -5.186)
C (0.587, -3.878, -6.685)
C (1.763, -4.794, -7.168)
C (1.381, -6.231, -7.050)
F (0.626, -6.790, -8.021)
C (1.721, -7.035, -6.038)
F (2.849, -6.974, -5.378)
F (0.945, -8.015, -5.619)
C (1.528, -2.746, -4.566)
C (1.643, -2.642, -3.161)
C (2.588, -1.600, -2.641)
O (3.289, -1.711, -1.670)
C (2.654, -0.330, -3.461)
O (2.862, 0.843, -2.812)
C (2.548, -0.425, -4.793)
C (2.320, -1.771, -5.422)
O (2.747, -2.046, -6.514)
O (-0.618, -6.015, 0.014)
C (-0.954, -7.399, -0.174)
C (-1.126, -7.794, -1.643)
H (-5.890, -6.405, -0.445)
H (-6.184, -5.012, -1.531)
H (-5.081, -6.256, -2.041)
H (-4.557, -4.528, 0.445)
H (-4.159, -4.043, -1.225)
H (-1.898, -3.422, -1.565)
H (-2.407, -2.748, -0.047)
H (-0.173, -2.791, 0.892)
H (-0.303, -1.657, -0.438)
H (1.808, -2.707, -0.537)
H (1.208, -4.324, -0.404)
H (-0.515, -5.081, -2.345)
H (-0.709, -5.293, -4.737)
H (-0.326, -4.461, -6.846)
H (0.543, -2.946, -7.243)
H (2.032, -4.559, -8.200)
H (2.609, -4.614, -6.505)
H (2.269, 1.496, -3.230)
H (2.626, 0.438, -5.445)
H (-0.105, -7.966, 0.220)
H (-1.826, -7.715, 0.400)
H (-0.999, -8.866, -1.805)
H (-0.397, -7.284, -2.280)
H (-2.124, -7.511, -1.990)
C (-1.502, 2.858, -0.024)
C (-1.459, 2.190, -1.389)
C (-2.743, 1.455, -1.783)
C (-3.020, 0.294, -0.938)
N (-3.201, -0.638, -0.293)
H (-1.622, 2.126, 0.779)
H (-0.562, 3.390, 0.136)
H (-2.324, 3.575, 0.042)
H (-0.618, 1.491, -1.417)
H (-1.263, 2.956, -2.143)
H (-2.644, 1.107, -2.814)
H (-3.598, 2.133, -1.759)
C (3.172, 5.150, -0.967)
C (1.877, 5.652, -1.596)
C (0.981, 4.517, -2.101)
C (1.585, 3.781, -3.210)
N (2.063, 3.192, -4.075)
H (3.795, 4.629, -1.696)
H (3.750, 5.987, -0.575)
H (2.967, 4.467, -0.141)
H (2.109, 6.336, -2.414)
H (1.319, 6.223, -0.853)
H (0.027, 4.927, -2.437)
H (0.759, 3.826, -1.285)
C (2.443, 1.804, 2.109)
C (3.141, 3.115, 2.453)
C (2.166, 4.287, 2.580)
C (1.522, 4.607, 1.311)
N (1.004, 4.830, 0.310)
H (1.960, 1.852, 1.130)
H (3.168, 0.989, 2.080)
H (1.684, 1.555, 2.854)
H (3.894, 3.337, 1.700)
H (3.668, 2.998, 3.401)
H (2.703, 5.170, 2.932)
H (1.401, 4.063, 3.328)
C (-5.038, 6.042, 3.025)
C (-3.921, 7.071, 2.908)
C (-2.630, 6.490, 2.325)
C (-2.021, 5.491, 3.202)
N (-1.552, 4.700, 3.890)
H (-4.775, 5.242, 3.720)
H (-5.950, 6.514, 3.393)
H (-5.260, 5.594, 2.055)
H (-3.723, 7.506, 3.891)
H (-4.256, 7.882, 2.260)
H (-1.908, 7.293, 2.163)
H (-2.827, 6.043, 1.349)
C (-6.642, 11.267, 3.949)
C (-5.547, 11.945, 3.133)
C (-5.729, 11.766, 1.622)
C (-5.590, 10.371, 1.210)
N (-5.479, 9.275, 0.887)
H (-6.630, 10.184, 3.809)
H (-6.500, 11.465, 5.011)
H (-7.629, 11.638, 3.666)
H (-4.573, 11.559, 3.438)
H (-5.549, 13.014, 3.355)
H (-4.982, 12.361, 1.093)
H (-6.706, 12.140, 1.313)
C (1.028, -0.415, 6.143)
C (1.363, -1.146, 4.848)
C (2.776, -1.736, 4.840)
C (3.813, -0.705, 4.871)
N (4.620, 0.112, 4.888)
H (1.672, 0.454, 6.291)
H (-0.003, -0.063, 6.119)
H (1.138, -1.076, 7.004)
H (1.239, -0.466, 4.003)
H (0.650, -1.960, 4.708)
H (2.906, -2.336, 3.936)
H (2.903, -2.410, 5.690)
C (1.509, -6.909, 5.642)
C (2.647, -5.926, 5.894)
C (2.715, -5.442, 7.345)
C (1.548, -4.646, 7.724)
N (0.632, -4.019, 8.020)
H (0.536, -6.445, 5.808)
H (1.535, -7.261, 4.611)
H (1.591, -7.779, 6.297)
H (2.542, -5.072, 5.221)
H (3.593, -6.410, 5.645)
H (3.610, -4.832, 7.483)
H (2.809, -6.294, 8.022)
C (-4.494, -3.220, -7.717)
C (-3.173, -3.816, -7.243)
C (-3.358, -4.993, -6.282)
C (-3.973, -4.588, -5.018)
N (-4.454, -4.268, -4.026)
H (-5.060, -2.795, -6.886)
H (-4.312, -2.422, -8.437)
H (-5.114, -3.976, -8.202)
H (-2.572, -3.038, -6.766)
H (-2.609, -4.166, -8.110)
H (-2.386, -5.441, -6.067)
H (-3.967, -5.770, -6.749)
C (7.824, 2.335, 4.341)
C (8.193, 2.280, 2.863)
C (8.220, 3.660, 2.198)
C (6.894, 4.273, 2.159)
N (5.849, 4.746, 2.119)
H (6.811, 2.713, 4.484)
H (7.867, 1.338, 4.778)
H (8.513, 2.977, 4.894)
H (7.492, 1.628, 2.339)
H (9.182, 1.828, 2.760)
H (8.591, 3.565, 1.176)
H (8.911, 4.322, 2.724)

Cartesian forces (eV/Å) of the 2 atoms listed first:
0.1 0.4 0.1
-1.0 -0.3 -0.8

Löwdin atomic charge list, values in e, 2 entries: atom 1 (C): -0.084, atom 2 (C): -0.290

Entry from OMol25: a molecular structure, C50H45N5O3PPtSeSi at a distorted geometry (ωB97M-V/def2-TZVPD).

Properties
- DFT total energy (Ha) = -5583.3887
- frontier orbital gap (eV) = 6.115
- relative energy (zero: lowest compared OMol25 entry of this formula, charge and spin) (kJ/mol) = 0.00
- charge = +1

Element x y z (Å)
Pt (1.655, -0.773, 0.639)
Se (-0.781, -3.264, 7.629)
N (-1.309, -1.905, 6.608)
C (-0.506, -1.867, 5.580)
C (-0.595, -0.870, 4.519)
C (-1.533, 0.163, 4.542)
C (-1.513, 1.098, 3.535)
C (-0.571, 0.973, 2.519)
N (0.302, -0.024, 2.466)
C (0.302, -0.931, 3.455)
C (1.323, -1.988, 3.394)
N (2.141, -2.004, 2.327)
C (3.168, -2.850, 2.304)
C (3.402, -3.762, 3.323)
C (2.533, -3.807, 4.389)
C (1.476, -2.901, 4.436)
C (0.529, -2.865, 5.545)
N (0.559, -3.705, 6.543)
H (-2.246, 0.212, 5.354)
H (-2.215, 1.920, 3.514)
H (-0.531, 1.687, 1.710)
H (3.812, -2.807, 1.441)
H (4.250, -4.428, 3.253)
H (2.658, -4.515, 5.197)
O (2.586, -3.123, -0.470)
C (2.575, -1.953, -0.702)
C (3.165, -1.318, -1.910)
C (4.228, -1.913, -2.580)
C (4.738, -1.282, -3.701)
C (4.159, -0.099, -4.154)
C (3.075, 0.462, -3.499)
C (2.581, -0.142, -2.349)
P (1.105, 0.301, -1.371)
C (-0.141, -0.428, -2.493)
C (-1.296, 0.285, -2.816)
C (-2.213, -0.230, -3.715)
C (-2.003, -1.483, -4.277)
C (-0.868, -2.206, -3.947)
C (0.068, -1.677, -3.069)
C (0.908, 2.089, -1.470)
C (0.968, 2.874, -0.324)
C (0.850, 4.253, -0.409)
C (0.660, 4.855, -1.643)
C (0.574, 4.077, -2.790)
C (0.691, 2.699, -2.707)
H (4.639, -2.846, -2.219)
H (5.582, -1.707, -4.227)
H (4.562, 0.391, -5.030)
H (2.646, 1.380, -3.877)
H (-1.487, 1.251, -2.369)
H (-3.098, 0.342, -3.960)
H (-2.725, -1.894, -4.970)
H (-0.698, -3.185, -4.376)
H (0.947, -2.264, -2.840)
H (1.091, 2.408, 0.643)
H (0.900, 4.854, 0.489)
H (0.565, 5.931, -1.712)
H (0.403, 4.542, -3.752)
H (0.587, 2.102, -3.603)
C (-5.546, 4.204, -1.889)
C (-5.585, 2.705, -1.750)
C (-6.467, 1.971, -2.538)
C (-6.516, 0.591, -2.440)
C (-5.678, -0.081, -1.566)
C (-4.801, 0.640, -0.760)
N (-3.861, 0.033, 0.090)
C (-3.751, -1.314, 0.385)
C (-4.893, -2.093, 0.622)
C (-4.789, -3.431, 0.932)
C (-3.544, -4.050, 1.030)
C (-2.411, -3.293, 0.827)
C (-2.483, -1.932, 0.512)
C (-1.207, -1.195, 0.337)
O (-0.133, -1.904, 0.331)
O (-1.165, 0.055, 0.278)
C (-4.758, 2.042, -0.838)
C (-3.811, 2.802, 0.056)
H (-6.102, 4.519, -2.770)
H (-4.525, 4.578, -1.987)
H (-5.991, 4.698, -1.022)
H (-7.114, 2.489, -3.235)
H (-7.199, 0.027, -3.063)
H (-5.685, -1.160, -1.541)
H (-2.959, 0.491, 0.106)
H (-5.865, -1.621, 0.582)
H (-5.692, -4.001, 1.112)
H (-3.468, -5.101, 1.271)
H (-1.430, -3.741, 0.903)
H (-3.795, 2.363, 1.055)
H (-4.100, 3.846, 0.153)
H (-2.780, 2.786, -0.319)
C (5.035, 1.863, -0.859)
Si (4.914, 0.907, 0.742)
C (5.623, 1.995, 2.092)
C (5.895, -0.690, 0.637)
C (3.170, 0.504, 1.323)
H (6.018, 1.713, -1.312)
H (4.912, 2.934, -0.681)
H (4.291, 1.561, -1.588)
H (6.669, 2.237, 1.892)
H (5.576, 1.517, 3.073)
H (5.074, 2.938, 2.153)
H (6.966, -0.479, 0.680)
H (5.707, -1.217, -0.303)
H (5.665, -1.364, 1.465)
H (2.630, 1.441, 1.474)
H (3.326, 0.087, 2.324)

Cartesian forces (eV/Å) of the 2 atoms listed first:
-1.3 0.2 -0.2
0.0 0.0 -0.1

Löwdin atomic charge list, values in e, 2 entries: atom 1 (Pt): 1.256, atom 2 (Se): 1.167

Number 1: LUMO energy -0.5 eV. Number 2: LUMO energy -3.2 eV.